[1]
Entry from the OMol25 dataset: a molecular structure, C25H25N3O9PdS (the ωB97M-V functional and the def2-TZVPD basis).

The geometry in ORCA input format:
```
! wB97M-V def2-TZVPD RIJCOSX def2/J DEFGRID3
* xyz -2 1
Pd -0.937 0.683 -0.513
S -2.640 -0.053 1.093
O 0.187 6.555 -1.001
O 5.115 4.305 1.770
O 1.140 0.239 0.239
O -0.397 5.009 -2.372
O -2.446 1.172 1.930
O -1.725 -2.391 -2.709
O 3.147 0.213 -0.745
O 4.282 6.229 1.288
O 0.272 2.486 -1.660
N 4.235 4.999 1.267
N 0.330 -2.235 -1.777
N 0.271 5.401 -1.434
C 2.171 2.319 -0.263
C -4.276 4.054 -0.342
C 2.223 5.122 -0.073
C -5.568 1.617 -0.579
C 3.190 4.352 0.532
C -3.367 0.398 -0.536
C -0.930 -2.706 -1.825
C -4.178 1.650 -0.501
C -5.663 4.013 -0.409
C -4.010 -3.057 1.433
C -4.799 -1.906 1.349
C -4.446 -4.264 0.909
C 3.159 2.941 0.428
C 2.149 0.797 -0.286
C -1.346 -3.684 -0.743
C -6.309 2.790 -0.533
C 1.291 -2.601 -0.748
C 1.137 3.065 -0.983
C -4.284 -0.613 1.876
C 1.234 4.508 -0.821
C -3.537 2.882 -0.388
C -5.684 -4.352 0.287
C 0.688 -1.174 -2.710
C -6.041 -2.012 0.722
C -6.481 -3.220 0.199
H 3.933 2.354 0.903
H 0.155 -0.271 -2.426
H 1.754 -0.982 -2.623
H -1.421 -3.155 0.210
H -4.987 0.216 1.777
H 0.419 -1.451 -3.729
H -3.982 -0.696 2.921
H -6.021 -5.293 -0.132
H -6.069 0.663 -0.698
H -3.039 -2.995 1.909
H -7.450 -3.275 -0.283
H -2.454 2.903 -0.351
H 0.806 -2.717 0.219
H 2.015 -1.795 -0.641
H -7.391 2.747 -0.601
H -3.931 -0.478 -0.867
H -2.558 0.468 -1.332
H -6.237 4.932 -0.379
H -0.637 -4.503 -0.616
H -2.324 -4.073 -1.016
H 1.807 -3.536 -1.005
H -3.759 5.002 -0.265
H -6.670 -1.133 0.657
H 2.236 6.196 0.017
H -3.807 -5.137 0.975
*
```

Values from the calculation:
ΔE to the lowest compared entry with this formula, charge and spin: 29.84 kcal/mol

[2]
Entry from the OMol25 dataset: 2 unconnected molecules or ions with the total composition C25H25N4O at a distorted geometry (the ωB97M-V functional and the def2-TZVPD basis).

The geometry in ORCA input format:
```
! wB97M-V def2-TZVPD RIJCOSX def2/J DEFGRID3
* xyz 1 1
O 4.561 0.870 -1.193
N 0.165 -0.729 1.919
N 2.829 -0.506 1.221
N 3.835 -1.137 0.878
N 4.739 -1.666 0.401
C 2.512 -0.727 2.628
C -3.993 3.252 -2.059
C 1.183 -0.476 -1.725
C -0.980 -0.857 3.981
C 2.467 1.759 -0.603
C 3.215 0.703 -1.184
C 0.520 -0.601 4.238
C -3.173 -0.375 -1.311
C -3.229 1.072 -1.421
C -1.467 -2.103 -0.953
C -1.173 -0.821 2.448
C -4.144 -1.332 -1.561
C 5.359 -0.012 -2.017
C 1.100 1.664 -0.536
C -3.784 -2.686 -1.478
C 0.425 0.543 -1.091
C -1.804 -0.753 -1.053
C -1.637 2.927 -1.498
C 1.097 -0.213 2.862
C -1.899 1.584 -1.223
C -2.463 -3.061 -1.175
C -4.262 1.893 -1.847
C 2.560 -0.416 -1.763
C -2.689 3.758 -1.894
C -1.009 0.457 -1.012
H 1.155 0.896 2.781
H -5.250 1.459 -2.009
H 3.199 -0.156 3.286
H -5.153 -1.006 -1.819
H 4.910 -0.131 -3.013
H 0.282 -0.415 0.964
H 0.703 0.188 4.971
H 3.023 2.595 -0.174
H -2.208 -4.121 -1.117
H 2.559 -1.803 2.890
H 0.670 -1.310 -2.205
H -1.808 0.024 2.128
H -4.793 3.915 -2.383
H 5.473 -0.985 -1.518
H 1.012 -1.522 4.573
H 3.155 -1.199 -2.246
H 0.524 2.440 -0.031
H -1.669 -1.731 2.075
H -0.446 -2.393 -0.710
H -0.626 3.316 -1.412
H -1.599 -0.093 4.458
H -2.494 4.811 -2.096
H 6.318 0.500 -2.076
H -4.536 -3.451 -1.664
H -1.259 -1.839 4.366
*
```

Ordered frontier orbital gap results: 5.48; 5.22; unit eV.
Ordered LUMO energy results: 4.1782; -5.6698; unit eV.